Entry 1:
132
Properties=species:S:1:pos:R:3:forces:R:3:mulliken_charge:R:1 method="wB97M-V/def2-TZVPD" total_charge=0 total_energy_ha=-6455.760621 homo_energy_ev=-7.089 orbital_gap_ha=0.242
H 4.5222 1.1238 -3.4023 -0.021 -0.014 -0.007 0.4314
H 5.1187 -4.5027 2.0747 -0.023 0.003 -0.006 0.3490
H -4.7377 -1.4147 0.7726 0.022 0.005 -0.014 -0.0054
C -3.8784 -1.4044 -4.7865 0.017 -0.028 -0.026 0.7784
C 2.6061 1.2882 -2.6119 -0.065 -0.011 0.039 0.0644
Si 4.5611 -2.5988 3.5995 -0.317 -0.192 0.099 0.6112
C 0.8810 -0.7489 4.3327 -0.035 0.040 0.025 -0.6983
H 3.5611 -5.1639 0.3030 0.007 -0.006 0.046 0.6093
C 0.4801 1.0354 -1.3204 0.568 0.008 -0.400 -0.5000
H -1.9538 -2.9839 -1.7231 0.004 -0.001 -0.009 0.3288
H 4.4196 -3.6842 -0.1466 0.025 -0.026 -0.017 0.2707
C 0.1658 -2.5121 2.8991 -0.178 0.038 -0.017 -1.6567
C 1.1534 2.5630 3.1190 -0.062 0.145 -0.109 -1.0964
B 2.2650 -1.7163 -0.0349 0.351 -0.811 -0.391 1.7565
H -2.0573 -0.7265 3.5814 -0.030 0.011 0.034 0.6702
H -9.3639 1.1361 2.3495 -0.007 0.004 0.001 0.3615
H 0.7230 -3.3843 2.5550 0.005 -0.004 0.026 0.3465
C 1.3391 -2.5599 -2.8808 0.040 0.043 0.082 -2.2394
C 4.3601 3.0562 -2.3535 -0.014 0.005 0.020 -0.0329
C -5.1350 1.3953 0.0356 0.109 0.010 0.066 0.0358
H -0.6674 3.6835 2.7235 0.049 0.072 -0.031 0.5417
C -6.8557 2.8825 0.8561 0.001 -0.015 0.002 -0.6936
H 2.3406 0.3113 -2.9950 0.031 0.012 0.001 0.1395
H 2.4966 5.0958 -0.9659 -0.022 -0.005 0.021 0.4369
C -7.2070 0.5360 0.9416 -0.024 0.032 -0.023 -0.8965
H -1.1151 1.3768 3.8936 0.030 0.004 -0.009 0.3369
C 2.7160 4.1373 -1.4329 0.030 -0.003 -0.026 -0.5093
H 7.0121 -2.2595 3.3497 -0.008 -0.011 0.017 0.2813
C 2.5948 -2.7556 -2.0354 -0.204 -0.053 -0.018 1.7157
C -2.0034 -0.1658 2.6406 -0.099 0.008 -0.076 -0.8494
H 3.4786 -1.7516 5.7114 -0.018 -0.011 -0.003 0.3228
H 1.1017 -3.4591 -3.4500 -0.020 0.019 -0.034 0.4649
H -4.6333 2.4686 -2.4434 -0.003 0.036 0.002 -0.1180
H -4.2997 2.6113 -4.1693 -0.001 0.005 0.004 0.4579
H -4.8655 4.6783 0.7028 -0.011 -0.010 0.007 0.5644
H 3.7465 -3.9431 -3.4226 0.011 0.012 -0.027 0.3347
C -4.8454 3.9504 -0.1097 -0.019 -0.088 0.035 -2.1294
C 1.5354 3.2202 -1.3997 0.125 0.118 -0.050 -0.5263
H -1.3784 -1.4167 -1.1124 -0.016 0.005 0.022 -0.6206
C -3.5244 0.0083 -2.3853 0.117 -0.025 0.009 -0.5502
H 3.8081 -2.1973 -3.7028 0.016 -0.008 -0.008 0.4540
C 4.3848 -4.3076 2.8571 0.046 -0.001 -0.030 -0.7687
C 3.8369 1.7420 -2.8342 0.015 0.130 0.069 -1.4134
C 1.3813 -4.8977 -1.2048 -0.038 0.018 0.033 -1.8844
H -1.7901 -2.6390 1.9447 0.002 -0.048 -0.029 0.8624
C 3.7080 2.2828 0.0290 -0.080 0.054 -0.087 -1.4568
H -0.4300 -2.3618 0.8363 -0.045 -0.041 -0.009 -0.3934
H 0.2857 3.3148 1.2720 0.021 -0.006 0.027 -0.2418
C -7.6640 1.8180 1.2164 -0.025 0.003 0.030 0.6532
H 5.4123 3.1911 -2.5934 0.024 -0.073 0.012 0.5537
C -2.2620 -1.9852 -1.4088 0.008 0.033 -0.078 -0.2976
H -5.3176 4.4190 -0.9771 0.007 0.008 0.005 0.3308
H 0.4873 -2.2976 -2.2514 -0.034 -0.041 -0.019 0.3811
H -2.9866 -0.2208 2.1632 0.008 -0.036 -0.048 0.0349
H -3.8104 3.7450 -0.3666 0.018 0.033 -0.007 0.1111
C 2.4064 -3.8226 -0.9094 0.132 0.049 -0.072 1.7860
H 4.5051 -5.0628 3.6394 0.014 0.013 -0.010 0.5160
O 2.7900 -1.5361 -1.2864 0.185 0.035 0.029 -0.4312
H 3.3872 -4.4118 2.4274 -0.007 -0.037 -0.021 -0.1155
C -0.8444 -2.1028 1.8102 0.081 0.143 0.053 -0.2601
H 0.9729 2.8582 4.1538 -0.007 -0.079 0.032 0.5155
H 1.1701 -1.3585 5.1921 -0.009 -0.042 -0.015 0.7192
H 6.6240 -3.1631 4.8266 0.003 0.012 0.002 0.3378
O -0.6033 0.9045 -1.8384 -0.095 -0.280 0.089 -0.4606
C -8.9996 2.0466 1.8746 0.030 0.000 -0.072 -1.5866
C 6.3163 -2.3308 4.1875 0.060 0.069 -0.099 -1.1729
Te -3.0962 1.0613 -0.5896 -0.611 0.103 0.008 0.9390
H 1.4748 1.1273 5.1584 -0.043 0.066 -0.050 0.5293
H 6.3931 -1.4062 4.7631 0.007 -0.012 -0.005 0.2784
H -2.7790 -2.9716 -3.8243 0.005 0.003 0.007 0.3829
H -6.3921 -1.7954 0.2738 0.003 -0.002 0.026 0.4419
H -9.7466 2.3643 1.1438 -0.002 -0.005 0.005 0.3018
C -5.5534 -1.1199 0.1068 0.009 0.069 0.019 -0.7511
H -3.1250 -2.6109 -6.4008 -0.008 0.001 -0.014 0.3578
H 1.3092 -5.5682 -0.3475 0.003 -0.012 -0.015 0.4993
O -0.8449 1.7974 1.8899 -0.091 0.158 -0.013 0.0221
O 1.9220 -3.0249 0.2146 -0.167 0.014 -0.015 0.0171
H 1.6882 -5.4848 -2.0727 -0.025 -0.008 0.000 0.3915
C 3.7990 -2.9690 -2.9324 -0.002 0.037 0.024 -2.0447
H 2.7782 0.2532 4.3104 0.030 0.051 -0.041 0.0947
C 4.1642 5.5274 -2.9990 -0.048 -0.158 -0.018 -1.1270
C -4.2140 0.5964 -3.4452 -0.046 0.071 0.016 0.8120
C -3.1868 -1.9708 -3.7191 -0.008 0.021 -0.034 -0.8787
H 3.9096 -3.4605 5.8076 0.007 0.017 -0.007 0.5240
H -0.1760 -0.4968 4.4297 -0.023 0.013 -0.024 0.3811
O 1.4096 1.1649 3.0770 0.016 -0.265 -0.487 -0.2241
C -5.6034 2.6981 0.2720 0.067 0.057 -0.079 1.1496
C 3.4955 -2.6895 5.1511 -0.024 0.109 0.004 -0.9360
H -5.2024 -1.2529 -0.9168 -0.016 -0.028 0.020 0.0084
C 1.7160 0.5015 4.2961 0.038 -0.109 0.115 -1.1253
N 0.9180 0.3670 -0.1842 -0.436 0.226 -0.106 -0.0360
H -4.9300 0.3337 -5.4443 0.013 0.000 -0.005 0.3450
H -5.8506 1.9764 -3.6228 -0.001 0.005 0.018 0.3933
H -2.8942 -2.0818 -0.5238 0.022 0.016 0.015 0.0313
H 2.0345 3.0965 2.7555 0.019 0.016 0.034 0.2873
H 4.1790 -4.9821 -1.3394 0.000 -0.018 0.019 0.3430
H -4.4420 -1.5260 -6.8626 -0.001 -0.007 -0.002 0.3588
H -8.9324 2.8264 2.6339 -0.008 -0.002 0.003 0.3784
H 5.4000 4.1114 0.7040 0.024 -0.012 -0.010 0.4182
H -0.3284 -2.7620 3.8415 0.026 0.040 0.028 0.5274
H 6.1730 6.0882 -0.3007 0.002 -0.021 0.022 0.3828
H 3.9534 6.0590 -3.9202 0.022 0.026 0.012 0.3963
O -1.0318 -0.7065 1.7740 0.084 -0.084 0.147 0.7602
H 0.6706 3.5574 -0.8376 0.022 -0.045 0.045 0.8641
C -5.9648 0.3079 0.3608 0.019 -0.090 -0.025 0.6840
C -3.0041 -1.2922 -2.5236 -0.007 -0.047 0.054 1.3084
Se 4.1153 -0.9022 2.1696 0.222 0.276 -0.475 -0.1105
H -4.7792 -2.9874 -5.9320 0.000 0.001 -0.014 0.3023
H -7.8335 -0.3136 1.1941 0.018 -0.006 0.004 0.3343
V 1.8576 -0.0358 1.1058 -0.035 0.268 2.000 -0.3566
C 5.4444 5.4998 -0.8466 -0.008 0.105 -0.041 -0.3675
H -2.5666 1.8890 3.0153 -0.017 0.001 0.091 0.5300
C 3.4387 4.2301 -2.8001 0.096 0.080 0.066 0.1238
H 1.4996 -1.7410 -3.5829 -0.009 -0.010 0.004 0.5321
C 4.0119 3.4092 -0.8459 -0.099 -0.059 -0.034 2.8627
C -4.7804 1.9938 -3.4074 0.019 -0.089 -0.032 -1.5661
O 1.1034 -1.4596 3.1230 0.013 -0.094 -0.397 -0.1289
C 3.1093 1.3403 0.5123 0.220 0.434 -0.018 0.1289
H 5.5009 6.9998 -2.4130 0.002 -0.001 0.008 0.3955
C 5.0391 6.0568 -2.1436 0.019 0.033 0.032 -0.4254
C -4.0667 -2.1711 -6.0690 -0.003 0.016 0.067 -1.6271
C 1.5477 1.9619 -1.8388 -0.031 -0.111 0.020 -0.5122
H 4.7280 -2.8979 -2.3701 -0.004 -0.034 0.001 0.3898
C -0.0640 2.9168 2.2226 0.049 -0.219 -0.002 -0.1144
C 5.0096 4.3780 -0.2708 -0.072 -0.020 -0.049 -1.2192
C -4.3872 -0.1299 -4.6261 -0.007 0.009 0.017 -0.8825
H 2.8103 3.9947 -3.6557 -0.001 0.014 -0.017 0.6604
H 0.3958 -4.4740 -1.3928 0.005 -0.001 -0.016 0.1630
H 2.4711 -2.9773 4.9076 0.035 -0.027 0.005 0.0652
H -7.2046 3.8958 1.0340 0.029 -0.001 0.021 0.4332
C 3.7289 -4.4513 -0.5006 -0.047 0.060 0.042 -2.0326
C -1.6453 1.2989 2.9373 0.061 -0.051 -0.015 -0.9252

Entry 2:
14
Properties=species:S:1:pos:R:3:forces:R:3:mulliken_charge:R:1 method="wB97M-V/def2-TZVPD" total_charge=0 de_lowest_kcal_mol=82.5 total_energy_ha=-730.002367 homo_energy_ev="-7.744 / -7.743" orbital_gap_ha="0.248 / 0.248"
O -1.8720 2.0126 -0.4233 0.500 3.038 3.796 -0.5693
C -1.7648 0.9618 -1.0308 -0.101 -1.919 -4.688 0.2772
C 1.1112 -0.3223 0.3713 0.847 -1.968 0.030 -1.2482
C -1.2050 -0.1641 -0.6322 0.841 -2.692 -1.363 -0.8496
H 1.3103 -1.4412 -0.0114 -0.621 2.506 0.741 0.2983
C -0.6241 1.1762 1.2594 -1.442 2.121 -1.397 0.0152
C -0.4371 -0.1179 0.6713 3.484 1.390 -2.874 0.1932
H -1.9983 1.0111 -2.1530 -0.329 -0.241 1.184 0.2561
H -0.7651 -0.8939 1.2155 -1.218 -2.434 2.669 0.3913
H 1.8187 -0.2036 1.2769 -1.277 0.027 -1.279 0.3514
H -0.1060 2.1266 0.9741 -0.094 -1.328 0.600 0.3280
H -1.0663 -1.0600 -1.3274 -0.266 1.348 1.274 0.2717
Cl -1.6102 1.2275 2.5911 -0.370 0.491 0.841 -0.0728
H 1.3927 0.3669 -0.4451 0.046 -0.337 0.467 0.3577

Entry 3:
27
Properties=species:S:1:pos:R:3:forces:R:3:mulliken_charge:R:1 method="wB97M-V/def2-TZVPD" total_charge=-1 de_lowest_kcal_mol=0.0 total_energy_ha=-1100.841482 homo_energy_ev=-4.503 orbital_gap_ha=0.190
H 2.4990 1.8115 -0.3268 -0.742 0.183 0.691 0.2359
C -0.9718 -0.6859 -2.1718 0.047 -0.723 0.544 -0.7413
H -2.5038 -0.6942 0.1792 0.290 0.951 0.224 -0.0239
N 3.3349 -0.4379 -0.2409 0.100 -0.218 -0.185 -0.0139
N -4.9981 -1.3584 0.0028 -0.176 0.071 0.116 0.9464
H -1.2012 -0.4731 1.3885 -0.523 0.584 -0.628 0.2574
H 4.1229 0.8755 1.3422 -0.580 -0.525 -0.486 0.3804
H -1.4090 -0.1102 -3.0258 0.645 -0.527 0.691 0.2635
H 0.9251 -0.5912 0.8006 0.219 0.562 -0.626 0.1938
P -0.5716 0.5343 -0.7854 -0.945 1.281 -0.139 0.0890
O -5.8068 -1.8482 0.8107 0.003 -0.079 -0.026 -0.6734
C 2.2106 -0.5618 -0.8936 -0.260 0.512 1.629 -0.2440
H -2.2599 0.9409 1.0566 0.302 -0.604 -0.645 0.3366
H 4.2423 -0.8136 -0.5203 -0.539 0.040 -0.136 0.2695
C 2.0176 1.2976 0.5421 0.774 -0.878 -0.269 0.1665
H 2.7850 -0.3219 1.8252 0.628 0.513 -0.634 0.3204
H 2.1524 -1.0932 -1.8677 0.031 0.390 0.877 0.3910
O -4.2752 -2.1102 -0.6968 0.242 -0.056 -0.072 -0.6508
O 2.1010 3.4194 1.6905 0.373 -2.386 -1.224 -0.7562
C 1.4315 2.3262 1.5531 0.281 3.654 1.525 0.2184
C 1.1191 0.1428 -0.0450 0.272 -1.465 -0.636 -0.0550
O -4.8954 -0.1215 -0.1121 0.017 0.038 -0.090 -0.6195
C 3.1960 0.3527 1.0224 -1.115 0.762 0.269 -0.6606
H -1.7544 -1.3991 -1.8101 0.535 0.524 -0.299 0.2395
C -1.7825 0.0598 0.5811 0.960 -1.145 0.438 -0.4576
O 0.3737 2.1565 2.1746 -0.107 -2.018 -0.831 -0.6252
H -0.0815 -1.2970 -2.4734 -0.730 0.562 -0.080 0.2130